DFT (ωB97M-V/def2-TZVPD) results for a cluster of 6 separate species, C20H44NO11S2Si in total.

CARTESIAN COORDINATES (ANGSTROEM)
C (2.12, -4.18, -2.87)
Si (3.40, -2.80, -3.35)
C (4.93, -3.11, -2.20)
C (3.85, -2.80, -5.20)
S (2.47, -0.93, -2.67)
O (3.43, 0.18, -3.08)
O (2.43, -1.07, -1.14)
N (0.90, -0.77, -3.35)
S (-0.04, 0.42, -2.58)
O (0.70, 1.33, -1.64)
O (-0.59, 1.31, -3.70)
O (-1.44, -0.24, -1.83)
C (-1.37, -1.66, -1.92)
O (-0.62, -2.25, -1.09)
C (-2.12, -2.55, -2.99)
C (-2.97, -1.91, -4.13)
C (-3.67, -2.78, -5.20)
C (-3.53, -4.34, -5.12)
C (-2.71, -4.97, -3.96)
C (-1.98, -4.11, -2.86)
H (2.65, -5.19, -2.84)
H (1.80, -3.91, -1.78)
H (1.22, -4.20, -3.57)
H (5.19, -4.23, -2.13)
H (4.57, -2.81, -1.14)
H (5.83, -2.47, -2.52)
H (3.04, -2.39, -5.90)
H (3.99, -3.90, -5.51)
H (4.88, -2.31, -5.38)
H (-3.07, -0.77, -4.18)
H (-4.28, -2.29, -6.03)
H (-4.02, -5.02, -5.91)
H (-2.63, -6.10, -3.87)
H (-1.37, -4.60, -2.02)
C (-4.59, 2.00, 0.32)
C (-4.47, 1.55, -1.12)
O (-5.56, 2.05, -1.89)
H (-5.54, 1.66, 0.75)
H (-3.77, 1.61, 0.92)
H (-4.59, 3.09, 0.38)
H (-4.50, 0.46, -1.18)
H (-3.53, 1.89, -1.56)
H (-5.52, 3.02, -1.84)
C (8.23, -4.35, -5.56)
C (6.93, -4.63, -4.82)
O (5.83, -4.54, -5.71)
H (8.20, -3.35, -6.01)
H (9.08, -4.40, -4.88)
H (8.37, -5.06, -6.37)
H (6.78, -3.90, -4.02)
H (6.94, -5.63, -4.37)
H (5.96, -5.19, -6.41)
C (-4.50, 4.73, 4.51)
C (-4.38, 4.28, 3.07)
O (-5.47, 4.79, 2.31)
H (-5.45, 4.39, 4.95)
H (-3.68, 4.35, 5.12)
H (-4.50, 5.83, 4.58)
H (-4.41, 3.19, 3.01)
H (-3.44, 4.63, 2.63)
H (-5.43, 5.75, 2.36)
C (-0.12, 6.46, 5.98)
C (-0.50, 4.99, 5.97)
O (-1.33, 4.71, 4.85)
H (-1.01, 7.08, 6.03)
H (0.52, 6.68, 6.84)
H (0.41, 6.73, 5.06)
H (-1.04, 4.73, 6.87)
H (0.39, 4.35, 5.91)
H (-0.84, 4.94, 4.05)
C (0.79, 1.74, 9.32)
C (-0.63, 2.21, 9.56)
O (-1.06, 3.03, 8.48)
H (1.47, 2.59, 9.23)
H (1.13, 1.10, 10.15)
H (0.86, 1.17, 8.39)
H (-0.70, 2.79, 10.48)
H (-1.31, 1.35, 9.64)
H (-1.01, 2.51, 7.67)

Values from the calculation:
- energy (Eh) = -2756.507882
- total charge = -1

***

DFT (ωB97M-V/def2-TZVPD) results for a structure of composition C17H36F6NO4PbS4Si4Te2.

CARTESIAN COORDINATES (ANGSTROEM)
Pb (0.71, 0.10, 0.09)
F (-3.21, -4.32, 0.11)
C (-2.05, -3.80, -0.31)
F (-1.48, -4.67, -1.15)
F (-1.23, -3.67, 0.74)
S (-2.31, -2.19, -1.17)
O (-0.96, -1.75, -1.38)
O (-3.11, -2.56, -2.30)
N (-3.17, -1.32, -0.19)
S (-2.65, -0.29, 0.89)
O (-1.26, -0.40, 1.37)
O (-3.46, 0.89, 1.08)
C (-3.39, -1.21, 2.33)
F (-4.72, -1.26, 2.24)
F (-3.08, -0.57, 3.47)
F (-2.95, -2.47, 2.46)
Te (2.70, 1.80, 1.56)
C (1.90, 3.52, 2.42)
C (1.86, 3.88, 3.74)
C (1.34, 5.18, 3.95)
C (1.00, 5.80, 2.79)
S (1.31, 4.80, 1.44)
H (2.19, 3.22, 4.53)
H (1.22, 5.63, 4.92)
H (0.57, 6.78, 2.66)
C (2.02, -3.37, -0.20)
S (3.33, -2.15, -0.08)
C (3.67, -2.25, 1.68)
H (1.21, -3.15, 0.49)
H (2.41, -4.37, 0.01)
H (1.61, -3.34, -1.21)
H (3.93, -3.27, 1.97)
H (2.82, -1.92, 2.27)
H (4.51, -1.59, 1.90)
C (-5.06, 5.81, 0.30)
Si (-3.91, 4.42, 0.88)
C (-2.42, 5.21, 1.70)
C (-4.89, 3.44, 2.17)
Si (-3.31, 3.26, -1.09)
Te (-1.61, 1.43, -1.32)
Si (-2.39, 4.76, -2.66)
C (-0.67, 5.28, -2.08)
C (-3.40, 6.34, -2.95)
C (-2.21, 3.93, -4.35)
Si (-5.19, 2.23, -2.07)
C (-4.71, 1.10, -3.50)
C (-6.20, 1.24, -0.83)
C (-6.29, 3.60, -2.79)
H (-5.25, 6.48, 1.14)
H (-6.02, 5.43, -0.05)
H (-4.63, 6.41, -0.51)
H (-2.73, 5.74, 2.61)
H (-1.93, 5.93, 1.03)
H (-1.67, 4.46, 1.98)
H (-4.70, 3.87, 3.16)
H (-4.63, 2.39, 2.20)
H (-5.96, 3.51, 1.96)
H (-0.71, 5.79, -1.11)
H (-0.22, 5.96, -2.81)
H (-0.02, 4.42, -1.96)
H (-3.24, 7.08, -2.16)
H (-4.47, 6.15, -3.01)
H (-3.09, 6.80, -3.90)
H (-1.81, 2.92, -4.27)
H (-1.52, 4.52, -4.96)
H (-3.17, 3.87, -4.86)
H (-4.23, 0.19, -3.14)
H (-4.02, 1.58, -4.19)
H (-5.62, 0.83, -4.04)
H (-5.62, 0.40, -0.44)
H (-7.09, 0.85, -1.33)
H (-6.51, 1.84, 0.03)
H (-5.81, 4.08, -3.64)
H (-6.53, 4.38, -2.06)
H (-7.23, 3.17, -3.13)

Values from the calculation:
- energy relative to the best compared isomer or geometry (same formula, charge and spin) (kJ/mol) = 202.1
- energy (Eh) = -5104.056613
- total charge = -1

***

DFT (ωB97M-V/def2-TZVPD) results for a structure of composition C15H8Cl2PdS6.

CARTESIAN COORDINATES (ANGSTROEM)
Pd (0.27, 0.99, -0.50)
S (2.09, 7.62, -3.18)
C (1.60, 6.25, -2.35)
S (0.08, 5.50, -2.53)
C (0.30, 4.12, -1.47)
C (1.49, 4.09, -0.81)
S (2.08, 2.89, 0.30)
S (2.54, 5.44, -1.18)
S (-1.02, 2.98, -1.37)
Cl (1.50, 0.78, -2.60)
C (1.58, -0.94, -2.90)
C (2.17, -1.32, -4.08)
C (2.28, -2.67, -4.40)
C (1.79, -3.60, -3.51)
C (1.20, -3.19, -2.33)
Cl (0.60, -4.45, -1.27)
C (1.06, -1.84, -1.94)
S (0.32, -1.39, -0.44)
H (2.55, -0.56, -4.75)
H (2.74, -2.98, -5.33)
H (1.85, -4.66, -3.72)
C (-2.09, 0.92, 3.64)
C (-2.79, 0.99, 2.44)
C (-2.11, 1.00, 1.23)
C (-0.72, 0.95, 1.19)
C (-0.03, 0.86, 2.40)
C (-0.71, 0.84, 3.61)
H (-2.62, 0.92, 4.59)
H (-3.87, 1.05, 2.45)
H (-2.67, 1.06, 0.31)
H (1.05, 0.81, 2.39)
H (-0.14, 0.78, 4.54)

Values from the calculation:
- energy relative to the best compared isomer or geometry (same formula, charge and spin) (kJ/mol) = 111.1
- energy (Eh) = -4013.895811
- total charge = -2

***

> What is the total charge in the first record?

-1